Formula: C4H8O3
Source: the OMol25 dataset
Level of theory: ωB97M-V with the def2-TZVPD basis set

- SMILES = CCOC(=O)CO
- ΔE to the lowest compared entry with this formula, charge and spin (kcal per mole) = 64.9
- orbital gap (eV) = 11.070
- multiplicity = 1

```
15
C4H8O3, DFT ωB97M-V with the def2-TZVPD basis set
O -1.30649 -1.97069 -1.59796
H -0.41729 -0.15447 1.04213
C -1.09397 0.14923 -0.49922
H -0.30480 1.50548 1.56836
C 0.26656 0.81525 0.93744
H 0.46926 -1.10811 -1.22933
H -2.23929 -1.72737 -1.63935
H 2.20682 -0.14362 0.73739
O -2.23470 0.37667 -0.21914
H 2.28482 1.46666 1.40822
C 1.67523 0.56001 1.38344
O 0.11788 1.11139 -0.40915
H -0.48888 -0.21570 -2.40073
C -0.54912 -0.82424 -1.47770
H 1.61396 0.15951 2.39560
```

Formula: C4H8O3
Source: the OMol25 dataset
Level of theory: ωB97M-V with the def2-TZVPD basis set

- SMILES = C[C@@H](O)[C@@H](O)C=O
- ΔE to the lowest compared entry with this formula, charge and spin (kcal per mole) = 35.8
- orbital gap (eV) = 10.950
- multiplicity = 1

```
15
C4H8O3, DFT ωB97M-V with the def2-TZVPD basis set
H -0.29232 -0.99179 1.96154
O -1.77702 0.04285 -0.89778
H 0.58027 1.81459 0.23823
C 0.45803 0.83717 -0.25053
C 1.65278 -0.03609 0.12361
H 1.55917 -1.03222 -0.32372
C -0.94316 0.26647 0.21036
H -0.41842 0.74739 -1.95398
O 0.46001 1.02220 -1.64110
H 1.77456 -0.13879 1.20837
H 2.56007 0.42661 -0.27434
O -1.37864 -2.03462 0.61692
C -0.84569 -1.01949 1.00634
H -1.97278 -0.91301 -0.89314
H -1.41686 1.00874 0.86921
```

Formula: C4H8O3
Source: the OMol25 dataset
Level of theory: ωB97M-V with the def2-TZVPD basis set

- SMILES = O=C(CO)CCO
- ΔE to the lowest compared entry with this formula, charge and spin (kcal per mole) = 30.6
- orbital gap (eV) = 10.745
- multiplicity = 1

```
15
C4H8O3, DFT ωB97M-V with the def2-TZVPD basis set
H 1.05336 0.95000 1.45811
C -1.47341 0.48559 -0.51039
H 2.94750 -0.38071 0.16253
C 0.70848 -0.61472 0.08178
H -1.14265 -0.78162 1.18069
O 1.33261 -0.93053 -0.91396
C -0.79906 -0.71747 0.14280
H -1.07340 0.62916 -1.52348
O 2.82612 -0.06481 1.07475
H -2.54837 0.28346 -0.59685
H -1.09166 -1.62484 -0.39362
H 1.18189 -0.66535 2.16537
H -2.00964 2.19420 0.23872
C 1.44774 -0.06417 1.28178
O -1.23464 1.62391 0.29386
```

Formula: C4H8O3
Source: the OMol25 dataset
Level of theory: ωB97M-V with the def2-TZVPD basis set

- SMILES = C[C@@H](O)COC=O
- ΔE to the lowest compared entry with this formula, charge and spin (kcal per mole) = 25.0
- orbital gap (eV) = 11.000
- multiplicity = 1

```
15
C4H8O3, DFT ωB97M-V with the def2-TZVPD basis set
H -0.72915 -1.53331 -0.15098
H -1.98413 1.93328 -0.20474
H 2.96624 -1.73913 0.78340
O -0.42314 0.73133 1.30377
H -0.01401 -0.86710 -1.63279
C -0.33525 0.59650 -0.08878
O 2.09327 -0.04845 1.45321
C 2.13940 -1.01881 0.73274
C 0.00692 -0.82378 -0.53988
H -2.45590 0.23361 -0.23906
H -1.77854 1.00120 -1.70740
O 1.29949 -1.40454 -0.21083
C -1.72130 0.95570 -0.61535
H 0.48827 0.67785 1.63536
H 0.41815 1.28062 -0.51357
```

Formula: C4H8O3
Source: the OMol25 dataset
Level of theory: ωB97M-V with the def2-TZVPD basis set

- SMILES = O=CCCC=O.O
- ΔE to the lowest compared entry with this formula, charge and spin (kcal per mole) = 40.8
- orbital gap (eV) = 10.474
- multiplicity = 1

```
15
C4H8O3, DFT ωB97M-V with the def2-TZVPD basis set
H 1.93665 3.08154 0.17240
C -0.90430 0.00105 -1.50477
H 0.78641 3.66451 -0.66006
O 1.81805 -1.40241 1.77749
H -1.83114 -1.48331 -0.34657
H 0.18297 -2.53388 1.72347
H 0.01765 0.35462 -1.99571
C -0.18350 -0.56156 0.76254
C 0.65566 -1.55273 1.50979
H -0.19587 -1.95010 -0.91768
H -1.00310 -0.23169 1.41121
O -1.94565 0.57630 -1.68838
H 0.39697 0.33178 0.52248
C -0.81573 -1.14461 -0.52534
O 1.08492 2.85049 -0.24088
```

Formula: C4H8O3
Source: the OMol25 dataset
Level of theory: ωB97M-V with the def2-TZVPD basis set

- SMILES = C=C(OC)OOC
- ΔE to the lowest compared entry with this formula, charge and spin (kcal per mole) = 129.9
- orbital gap (eV) = 9.387
- multiplicity = 1

```
15
C4H8O3, DFT ωB97M-V with the def2-TZVPD basis set
C -0.53927 1.83862 -1.47842
H 0.38953 2.06102 -2.01615
H -0.72669 -2.54203 -0.90201
H -1.26400 2.63389 -1.66769
H -0.93964 0.88297 -1.82609
C 0.44292 0.88205 0.48114
C -0.15208 -2.53821 0.02808
H 0.23586 1.57236 2.45293
H 1.36409 0.10554 2.17082
O -0.33107 1.84107 -0.07963
O 0.75596 -0.22635 -0.26758
C 0.73571 0.89251 1.77886
H 0.75102 -3.15071 -0.06455
H -0.78198 -2.99025 0.80846
O 0.05963 -1.26247 0.58182
```

Formula: C4H8O3
Source: the OMol25 dataset
Level of theory: ωB97M-V with the def2-TZVPD basis set

- SMILES = C[C@@H](O)COC=O
- ΔE to the lowest compared entry with this formula, charge and spin (kcal per mole) = 33.0
- orbital gap (eV) = 11.025
- multiplicity = 1

```
15
C4H8O3, DFT ωB97M-V with the def2-TZVPD basis set
C -1.80803 1.00176 -0.57269
H -0.76453 -1.54105 -0.33779
O -0.33892 0.69338 1.19663
H 0.27407 -0.99869 -1.66760
C -0.37259 0.56785 -0.19943
C 0.05571 -0.86969 -0.59431
H 0.30094 1.29407 -0.68021
H -2.00985 1.18753 -1.63294
H -2.59135 0.34528 -0.17562
O 1.21865 -1.47084 0.06964
H -1.95710 1.96226 -0.06607
H 2.98543 -1.74381 0.89787
O 2.24612 0.05307 1.45596
C 2.17928 -0.99498 0.85026
H 0.58216 0.51384 1.45631
```

Formula: C4H8O3
Source: the OMol25 dataset
Level of theory: ωB97M-V with the def2-TZVPD basis set

- ΔE to the lowest compared entry with this formula, charge and spin (kcal per mole) = 86.3
- orbital gap (eV) = 9.736
- multiplicity = 1

```
15
C4H8O3, DFT ωB97M-V with the def2-TZVPD basis set
H 0.10613 2.22990 0.61144
H -1.30394 1.71098 -0.03859
H 2.01086 -0.57536 0.31288
C -0.26042 1.61181 -0.19156
O -1.23529 -1.30047 -0.36617
C -0.33247 -0.66053 -1.19952
H 0.37912 -1.45002 -1.73838
C 0.29298 0.22283 -0.11474
O 0.09232 -1.55499 1.76174
H 0.12592 2.24017 -1.12547
H -0.88820 -0.10427 -1.89701
C -0.38095 -0.56972 1.05728
H 0.73725 -2.17767 1.26027
H -1.06794 0.09132 1.69106
O 1.72464 0.28602 -0.02324
```

no.,LUMO level (eV)
1,0.70
2,0.73
3,0.58
4,0.84
5,0.66
6,0.87
7,0.82
8,0.31